[1]
{
  "formula": "C4H15NOP3",
  "method": "ωB97M-V/def2-TZVPD",
  "species": ["P", "P", "P", "O", "N", "C", "C", "C", "C", "H", "H", "H", "H", "H", "H", "H", "H", "H", "H", "H", "H", "H", "H", "H"],
  "xyz": [[-0.971, -1.979, 1.998], [0.400, 1.391, 3.307], [1.957, -1.301, 1.084], [0.093, 1.920, -1.548], [-0.389, 0.239, 0.340], [-0.574, -0.401, -1.008], [-0.617, 0.773, -2.057], [-0.412, 0.284, -3.471], [0.213, -0.571, 1.406], [-1.684, 0.879, -1.882], [-1.122, -0.372, -3.756], [0.301, -1.097, -0.974], [0.521, -0.072, -3.604], [-0.080, -2.654, 2.795], [0.264, 1.026, 0.246], [0.386, 2.383, -2.402], [2.525, -0.986, 2.409], [-1.670, -1.365, 3.061], [-1.418, -1.045, -0.918], [-0.673, 1.048, -4.088], [0.024, 0.750, 4.422], [1.594, 0.780, 3.267], [2.566, -0.114, 0.600], [-1.236, 0.483, 0.771]],
  "de_lowest_kcal_mol": 10.70,
  "charge": 1
}

---

[2]
{
  "formula": "C11H28BO7P",
  "method": "ωB97M-V/def2-TZVPD",
  "species": ["P", "O", "O", "O", "O", "O", "O", "O", "C", "C", "C", "C", "C", "C", "C", "C", "C", "C", "C", "B", "H", "H", "H", "H", "H", "H", "H", "H", "H", "H", "H", "H", "H", "H", "H", "H", "H", "H", "H", "H", "H", "H", "H", "H", "H", "H", "H", "H"],
  "xyz": [[-2.306, -0.077, 2.417], [-3.062, 0.209, 1.007], [-2.754, -3.149, -0.517], [2.937, 2.856, -1.464], [-1.373, -1.379, 2.229], [-3.317, -0.369, 3.437], [1.952, 0.788, 3.348], [0.806, 0.295, 1.466], [0.587, 1.669, 1.122], [4.461, 1.753, -3.054], [-0.409, 2.394, 2.037], [1.776, 0.092, 2.372], [-3.994, -3.123, 0.182], [-2.392, -4.387, -1.100], [-4.066, -4.088, 1.350], [4.340, 4.861, -1.173], [3.944, 3.478, -0.685], [3.248, 2.639, -2.829], [-3.382, -4.898, -2.132], [-1.293, 1.480, 2.956], [-4.361, -5.097, -1.695], [4.611, 1.590, -4.121], [-5.015, -3.971, 1.871], [0.156, 3.041, 2.695], [-4.089, -2.104, 0.555], [3.365, 3.595, -3.350], [2.366, 2.158, -3.251], [3.526, 3.557, 0.319], [-3.515, -4.165, -2.928], [-3.258, -3.890, 2.056], [-3.019, -5.828, -2.570], [-2.222, -5.140, -0.322], [5.082, 5.295, -0.503], [-1.428, -4.212, -1.580], [-1.024, 3.067, 1.444], [-1.420, 1.770, 4.096], [4.322, 0.786, -2.570], [0.280, 1.746, 0.090], [3.470, 5.517, -1.205], [-3.984, -5.128, 1.031], [5.374, 2.197, -2.654], [-4.829, -3.283, -0.508], [4.773, 4.833, -2.173], [4.823, 2.829, -0.608], [-2.546, -0.122, 0.264], [2.421, -0.757, 2.150], [-1.099, -1.510, 1.315], [1.535, 2.183, 1.185]],
  "de_lowest_kcal_mol": 5.86,
  "charge": 0
}

---

[3]
{
  "formula": "C40H118B2N10O10Zn",
  "method": "ωB97M-V/def2-TZVPD",
  "species": ["Zn", "O", "O", "O", "O", "O", "O", "O", "O", "O", "O", "N", "N", "N", "N", "N", "N", "N", "N", "N", "N", "C", "C", "C", "C", "C", "C", "C", "C", "C", "C", "C", "C", "C", "C", "C", "C", "C", "C", "C", "C", "C", "C", "C", "C", "C", "C", "C", "C", "C", "C", "C", "C", "C", "C", "C", "C", "C", "C", "C", "C", "B", "B", "H", "H", "H", "H", "H", "H", "H", "H", "H", "H", "H", "H", "H", "H", "H", "H", "H", "H", "H", "H", "H", "H", "H", "H", "H", "H", "H", "H", "H", "H", "H", "H", "H", "H", "H", "H", "H", "H", "H", "H", "H", "H", "H", "H", "H", "H", "H", "H", "H", "H", "H", "H", "H", "H", "H", "H", "H", "H", "H", "H", "H", "H", "H", "H", "H", "H", "H", "H", "H", "H", "H", "H", "H", "H", "H", "H", "H", "H", "H", "H", "H", "H", "H", "H", "H", "H", "H", "H", "H", "H", "H", "H", "H", "H", "H", "H", "H", "H", "H", "H", "H", "H", "H", "H", "H", "H", "H", "H", "H", "H", "H", "H", "H", "H", "H", "H", "H", "H"],
  "xyz": [[-0.204, 1.438, -0.670], [-5.103, -2.334, 3.215], [1.724, 3.283, -1.787], [-6.506, 3.469, -0.923], [-1.822, -3.070, -0.473], [0.701, -1.338, 7.089], [-2.334, 4.987, 3.971], [1.885, -3.349, -5.850], [-4.302, -1.763, -1.505], [3.784, -1.714, -0.651], [7.341, 0.986, -1.996], [0.673, 0.943, 4.270], [-2.293, 0.125, 3.051], [-1.152, -0.337, 0.132], [4.941, -4.158, 0.321], [5.543, 3.577, -2.271], [1.552, 0.307, -1.681], [-0.239, -1.614, -3.353], [0.675, 5.983, 5.686], [-3.253, 2.884, 0.616], [-2.845, -0.689, -4.631], [-3.109, 3.870, 4.178], [-1.033, -2.727, 0.682], [-5.623, -1.254, -1.489], [0.189, -4.166, -3.516], [0.325, 6.541, 3.402], [-4.007, 4.707, -0.909], [1.347, 0.208, 5.296], [-7.493, 2.602, -1.261], [0.655, -2.705, -3.841], [1.178, 4.554, -2.181], [-3.133, -0.907, 3.650], [-4.013, -1.191, -3.867], [2.021, 2.441, -2.919], [-1.034, 4.775, 4.450], [-0.334, 6.087, 4.647], [4.070, -4.125, -0.806], [7.621, 2.383, -1.800], [8.353, 0.182, -1.361], [7.483, 4.523, -3.374], [3.225, -2.850, -5.697], [-3.788, -0.460, 4.919], [-0.220, -1.486, 0.212], [2.581, 1.167, -2.422], [-4.161, -1.408, 2.638], [4.150, -2.795, -1.475], [-3.511, -1.143, -2.443], [0.250, -0.659, 5.927], [-2.826, -4.104, -0.341], [3.283, 0.504, -3.649], [-5.425, 2.734, -0.413], [0.771, -2.609, -5.363], [-5.136, -3.634, 2.615], [0.881, -1.056, 1.205], [-0.091, -1.204, 8.311], [1.934, 1.105, 6.387], [2.634, -4.417, -0.296], [-4.310, -2.624, -4.374], [4.765, -1.231, 0.139], [-4.320, 3.719, 0.137], [6.800, 3.226, -2.834], [-1.497, 2.204, -2.178], [0.148, 2.589, 1.093], [3.228, -1.922, -5.104], [-3.223, 4.320, -1.614], [-2.434, -5.098, -0.640], [-4.923, -0.594, -4.014], [-0.904, -1.371, -4.060], [-1.415, 0.238, 3.636], [5.217, -2.691, -1.864], [-1.200, 4.387, 5.503], [-2.478, -1.729, 4.006], [0.391, 6.223, 6.648], [-1.372, -0.087, 1.152], [5.927, -4.194, 0.038], [8.106, -0.852, -1.691], [0.706, 4.973, -1.318], [2.137, -0.354, 4.807], [-3.177, -4.172, 0.693], [0.478, 4.398, -3.034], [2.098, -0.362, -1.117], [2.407, -3.816, 0.554], [-4.935, -10.530, -2.796], [-1.980, -0.682, -0.388], [-4.358, 0.473, 4.761], [-3.657, -3.800, -1.023], [2.523, 0.552, 7.066], [-3.132, -0.678, -5.588], [4.906, -1.652, 1.109], [8.713, 2.480, -1.768], [2.557, -5.471, 0.053], [0.631, -0.081, 1.577], [4.627, -0.132, 0.258], [-3.368, -9.241, -2.067], [1.167, 1.664, 6.831], [-5.020, 2.121, -1.288], [-0.032, -4.330, -2.487], [-9.386, -7.282, 4.053], [-4.478, -1.294, 5.242], [-7.408, -11.357, -7.659], [-1.072, 6.810, 4.974], [1.908, -1.150, 0.744], [-8.254, -6.005, -10.553], [7.269, 2.684, -0.759], [2.534, 1.874, 5.905], [-6.069, -4.024, 3.089], [1.036, 2.255, -3.433], [0.054, 1.669, 4.659], [-2.668, 2.949, 3.750], [3.780, 1.313, -4.217], [0.499, -0.493, 8.948], [-7.920, 2.056, -0.417], [-3.416, 3.665, 5.242], [5.703, -1.362, -0.356], [-3.511, -3.306, -4.017], [1.069, -0.241, -2.384], [-2.632, 0.281, -4.464], [14.867, -1.957, 3.658], [-0.678, -4.428, -4.145], [4.288, -4.867, -1.549], [0.762, 7.569, 3.512], [-6.311, -1.596, -2.250], [-0.248, -2.141, 8.781], [-4.774, -0.487, 2.322], [1.664, -2.617, -3.396], [-4.316, -4.176, 2.958], [1.066, -4.706, -3.834], [12.059, -5.838, -0.015], [8.459, 4.373, -3.792], [1.518, 6.480, 5.325], [-4.044, 3.988, 3.572], [-2.715, 2.592, -0.242], [3.402, 9.087, 0.883], [3.362, 1.402, -1.712], [0.800, -1.593, 2.122], [4.977, 2.755, -1.935], [-3.521, 5.645, -0.474], [0.170, -1.726, -0.763], [7.589, 5.313, -2.617], [-0.769, -2.066, -2.646], [-3.119, -0.334, 5.770], [-0.613, 0.005, 6.142], [-5.800, 1.990, 0.218], [5.771, 4.104, -1.420], [0.755, -1.576, -5.654], [-1.757, -2.598, 1.438], [6.853, 4.907, -4.127], [-6.120, -1.489, -0.567], [-2.671, 1.014, 2.852], [-0.113, -2.987, -5.812], [-5.161, -3.582, 1.560], [3.997, -0.295, -3.379], [-1.027, -0.728, 8.038], [2.718, 3.015, -3.598], [2.564, -0.030, -4.294], [-0.375, 6.592, 2.604], [-0.559, 3.965, 3.821], [-4.749, 4.229, 1.077], [3.671, -2.531, -6.668], [-5.702, -0.098, -1.580], [-5.248, -3.056, -4.030], [3.843, -3.704, -5.293], [8.289, 0.331, -0.299], [1.964, 5.253, -2.448], [9.317, 0.565, -1.680], [1.154, 5.877, 3.109], [1.387, 1.482, 3.788], [6.590, 2.502, -3.697], [-7.124, 1.758, -1.873], [-2.601, -1.656, -2.428], [1.966, -4.168, -1.109], [4.830, -4.973, 0.928], [-2.572, 3.435, 1.112], [-0.245, -1.424, 5.178], [-5.014, 4.992, -1.274], [3.540, -2.788, -2.358], [-8.311, 3.146, -1.758], [-4.248, -2.655, -5.487], [-3.692, -1.874, 1.802], [-3.224, -0.073, -2.167], [-0.386, -3.562, 0.988]],
  "charge": 0,
  "e_tot_ev": -128487.4529
}

---

[4]
{
  "formula": "C28H33FN5O12PS",
  "method": "ωB97M-V/def2-TZVPD",
  "species": ["S", "P", "F", "O", "O", "O", "O", "O", "O", "O", "O", "O", "O", "O", "O", "N", "N", "N", "N", "N", "C", "C", "C", "C", "C", "C", "C", "C", "C", "C", "C", "C", "C", "C", "C", "C", "C", "C", "C", "C", "C", "C", "C", "C", "C", "C", "C", "C", "H", "H", "H", "H", "H", "H", "H", "H", "H", "H", "H", "H", "H", "H", "H", "H", "H", "H", "H", "H", "H", "H", "H", "H", "H", "H", "H", "H", "H", "H", "H", "H", "H"],
  "xyz": [[-2.567, 3.068, -1.207], [-1.249, -0.745, 0.041], [-3.562, 2.752, 0.101], [-3.705, -1.842, -2.344], [0.143, -1.412, -0.724], [4.282, 3.162, 5.055], [3.460, -2.710, -0.865], [-3.588, -6.779, 1.010], [-4.685, 0.812, -3.715], [-0.767, 0.382, 1.267], [-1.477, 4.058, -0.846], [5.297, -3.421, 0.026], [-4.783, -5.729, -0.454], [6.384, 3.644, 5.204], [-3.411, 3.748, -2.258], [-0.399, 1.652, -1.636], [-2.328, 1.513, -3.330], [5.259, 3.841, 4.772], [-4.279, -5.837, 0.654], [4.342, -2.660, -0.021], [-1.900, -4.142, -3.493], [-3.485, -3.937, -3.800], [3.095, 0.264, 1.954], [0.411, 1.653, -2.683], [6.162, 5.737, 3.472], [-1.811, 1.463, -1.949], [4.712, 7.055, 2.069], [5.067, 4.961, 3.849], [4.251, -1.615, 1.001], [-3.930, -4.827, 2.880], [5.979, 6.785, 2.577], [-4.138, -3.790, 3.783], [-3.552, 0.626, -3.263], [-2.395, 0.125, -1.190], [-4.516, -4.761, 1.618], [-4.929, -2.703, 3.426], [-2.920, -0.652, -2.486], [3.167, -0.741, 0.995], [-3.948, -2.400, -3.669], [4.101, 0.391, 2.907], [3.621, 6.283, 2.458], [0.776, 0.339, -3.546], [1.107, 3.026, -3.093], [-5.316, -3.678, 1.257], [5.178, -0.490, 2.913], [3.795, 5.231, 3.350], [5.257, -1.500, 1.959], [-5.521, -2.648, 2.168], [0.383, 3.902, -2.994], [0.218, -0.590, -3.203], [-4.146, -4.660, -3.212], [-3.436, -1.831, -4.515], [2.256, 0.953, 1.956], [-3.370, 0.335, -0.622], [-1.970, -0.998, -3.053], [-1.704, -4.735, -2.541], [1.529, 2.889, -4.146], [6.101, -2.180, 1.974], [2.634, 6.500, 2.061], [6.826, 7.390, 2.272], [-1.473, -4.779, -4.354], [-6.139, -1.799, 1.895], [2.937, 4.635, 3.643], [5.958, -0.387, 3.659], [1.896, 0.098, -3.461], [-3.311, -5.668, 3.170], [0.067, 0.067, 1.693], [-5.091, -2.382, -3.818], [7.154, 5.536, 3.860], [4.046, 1.182, 3.650], [-3.680, -3.828, 4.766], [2.378, -0.826, 0.255], [-3.616, -4.216, -4.909], [0.559, 0.469, -4.662], [1.957, 3.204, -2.332], [-1.329, -3.151, -3.535], [4.574, 7.870, 1.366], [-0.205, -2.049, -1.394], [-5.779, -3.622, 0.278], [-5.085, -1.892, 4.132], [-1.822, 1.012, -4.074]],
  "charge": 0,
  "e_tot_ev": -84418.4269
}

---

[5]
{
  "formula": "C43H61CsN10O2",
  "method": "ωB97M-V/def2-TZVPD",
  "species": ["Cs", "O", "O", "N", "N", "N", "N", "N", "N", "N", "N", "N", "N", "C", "C", "C", "C", "C", "C", "C", "C", "C", "C", "C", "C", "C", "C", "C", "C", "C", "C", "C", "C", "C", "C", "C", "C", "C", "C", "C", "C", "C", "C", "C", "C", "C", "C", "C", "C", "C", "C", "C", "C", "C", "C", "C", "H", "H", "H", "H", "H", "H", "H", "H", "H", "H", "H", "H", "H", "H", "H", "H", "H", "H", "H", "H", "H", "H", "H", "H", "H", "H", "H", "H", "H", "H", "H", "H", "H", "H", "H", "H", "H", "H", "H", "H", "H", "H", "H", "H", "H", "H", "H", "H", "H", "H", "H", "H", "H", "H", "H", "H", "H", "H", "H", "H", "H"],
  "xyz": [[0.044, 0.548, -0.618], [-0.417, 4.701, -4.672], [0.404, 6.472, -3.556], [-1.773, 3.578, -1.372], [0.492, -0.856, -3.510], [-1.025, -1.935, 0.312], [-1.348, 1.212, -5.563], [1.644, -2.091, -5.211], [0.768, 2.136, -5.038], [1.835, -1.233, 0.783], [-1.868, 0.697, 1.475], [0.576, -0.097, -5.708], [0.999, 1.407, 1.955], [1.071, -2.832, -6.328], [-0.096, 1.140, -5.377], [-3.457, 2.109, 2.342], [-3.075, 0.144, 1.280], [-4.111, 1.032, 1.825], [-1.263, -5.489, -0.807], [-3.935, 3.156, 4.587], [0.741, 4.215, 5.446], [-5.969, -0.196, 3.004], [4.830, 3.618, 2.310], [-1.499, -4.082, -0.351], [-0.452, -3.094, -0.049], [1.427, 3.284, 3.209], [3.978, 3.070, 3.461], [3.941, -4.267, 0.231], [0.933, -3.342, -0.047], [4.023, -1.853, 1.110], [4.136, -4.462, -1.276], [2.615, 2.654, 3.006], [-2.362, -2.088, 0.293], [-4.038, 3.285, 3.063], [1.162, 4.524, 4.006], [-4.628, -3.663, -1.726], [-5.578, 0.740, 1.856], [-4.065, -4.002, -0.341], [-3.294, -1.122, 0.703], [2.207, -2.969, -4.205], [5.591, -2.046, 3.070], [0.862, -1.023, -4.715], [-2.026, 1.871, 2.114], [1.980, -2.507, 0.383], [3.240, 0.456, 1.858], [3.017, -0.791, 1.251], [2.317, 1.458, 2.208], [3.376, -2.922, 0.572], [-0.440, 5.584, -3.772], [-0.839, -5.570, -2.277], [0.408, 2.463, 2.539], [-1.314, 4.970, -1.441], [-2.687, -3.456, -0.140], [5.446, -1.777, 1.569], [-1.657, 5.571, -2.818], [-0.979, 2.692, 2.565], [4.269, 0.627, 2.167], [5.759, 4.067, 2.674], [3.183, -4.363, -1.798], [0.423, 3.110, -4.899], [2.730, -2.391, -3.444], [-0.695, -6.606, -2.599], [1.223, -4.355, -0.319], [-4.338, 4.038, 5.092], [0.095, -5.031, -2.432], [1.594, 1.863, -4.532], [-2.894, 3.031, 4.890], [4.810, -3.700, -1.673], [0.585, -2.149, -7.019], [2.924, -3.635, -4.686], [4.987, -1.339, 3.641], [-5.088, 3.410, 2.783], [-3.525, 4.198, 2.746], [-5.650, -4.031, -1.845], [-4.338, -1.418, 0.624], [1.532, 3.667, 5.964], [6.057, -2.493, 1.012], [1.447, -3.588, -3.709], [1.360, 0.047, -6.328], [-5.413, -1.132, 2.937], [5.236, -3.050, 3.311], [-0.151, 3.586, 5.453], [0.324, -3.562, -5.983], [-4.008, -4.105, -2.508], [4.488, 2.215, 3.917], [6.631, -1.958, 3.397], [3.277, -5.051, 0.609], [-1.705, 3.195, -0.433], [5.854, -0.787, 1.342], [-5.726, 0.260, 3.966], [-2.170, -6.082, -0.662], [-1.990, 6.604, -2.697], [4.900, -4.407, 0.740], [-5.882, 0.287, 0.907], [-4.627, -2.583, -1.881], [-1.737, 5.590, -0.638], [-2.759, 3.542, -1.608], [2.051, 5.160, 4.014], [0.526, 5.127, 6.008], [-6.141, 1.674, 1.944], [-1.666, 2.134, -5.264], [-1.293, 3.607, 3.062], [-2.469, 4.995, -3.268], [0.724, -1.664, -2.938], [-0.488, -5.952, -0.188], [3.897, 3.831, 4.243], [1.862, -3.371, -6.852], [4.271, 4.379, 1.763], [-1.593, -5.109, -2.918], [-4.484, 2.279, 4.933], [-7.038, -0.424, 2.991], [5.082, 2.830, 1.599], [-4.735, -3.601, 0.425], [0.376, 5.109, 3.519], [4.553, -5.447, -1.505], [-4.062, -5.088, -0.207], [-0.231, 4.987, -1.307]],
  "de_lowest_kcal_mol": 15.64,
  "charge": -2
}